No. 1
ORCA calculation (wB97M-V/def2-TZVPD) on a molecular structure, C7H12AgBr6O3.

multiplicity = 1
Kohn-Sham gap = 4.412 eV
charge = -1
HOMO energy = -0.094 hartree
energy relative to the best compared isomer or geometry (same formula, charge and spin) = 117.8 kJ/mol
LUMO energy = 1.856 eV

Last column: natural (NBO) charge in e.
CARTESIAN COORDINATES (ANGSTROEM)
Br 11.206 -17.832 25.254  -0.05
C 3.994 -21.945 22.878  -0.44
Br 5.567 -22.822 20.705  -0.04
O 4.015 -21.787 28.988  -0.95
O 5.088 -22.941 30.584  -0.82
H 7.505 -25.348 26.234  0.24
Ag 5.042 -21.433 26.866  0.77
Br 3.731 -20.665 24.339  0.01
C 9.262 -18.125 25.538  -0.41
C 5.118 -22.355 29.464  0.93
H 8.487 -24.780 23.387  0.22
H 8.750 -17.643 24.714  0.22
C 8.549 -25.090 24.429  -0.46
H 5.029 -20.580 21.595  0.22
Br 6.208 -23.480 25.266  -0.04
O 6.141 -22.296 28.668  -0.95
H 9.405 -20.111 26.462  0.24
C 9.011 -19.620 25.577  -0.45
Br 9.624 -23.638 25.132  0.00
H 6.551 -25.942 24.809  0.23
C 5.230 -21.503 22.128  -0.43
H 9.461 -20.115 24.720  0.23
Br 7.073 -19.857 25.527  0.00
H 3.990 -22.933 23.325  0.25
H 6.077 -21.366 22.795  0.25
C 7.227 -25.188 25.195  -0.43
H 8.989 -17.641 26.470  0.23
H 9.044 -26.060 24.422  0.23
H 3.117 -21.870 22.238  0.22

No. 2
ORCA calculation (wB97M-V/def2-TZVPD) on 3 unconnected molecules or ions with the total composition C7H12BrN4O3P.

multiplicity = 1
Kohn-Sham gap = 8.275 eV
HOMO energy = -0.299 hartree
LUMO energy = 0.142 eV

Last column: natural (NBO) charge in e.
CARTESIAN COORDINATES (ANGSTROEM)
C -2.683 -3.988 3.871  0.48
H 0.135 5.615 -3.061  0.26
N 2.811 4.354 -4.337  -0.35
H 0.233 6.241 -4.722  0.26
Br 0.167 -2.785 3.611  0.42
H 0.456 -2.778 0.522  -0.05
H 2.494 2.398 -2.262  0.27
C 0.331 5.349 -4.101  -0.72
N -1.099 -0.818 0.499  -1.29
C 1.714 4.789 -4.230  0.29
O 1.325 -0.714 1.722  -0.77
C 2.258 -1.672 2.211  0.94
N -0.235 1.534 -0.796  -0.33
O 1.938 -2.795 2.987  -0.67
H -0.401 4.607 -4.423  0.26
H 2.179 0.721 -2.761  0.25
C -4.113 -4.367 4.092  -0.72
H -4.600 -4.553 3.134  0.27
N -1.556 -3.689 3.696  -0.41
O 3.476 -1.466 1.962  -0.59
H -4.167 -5.270 4.702  0.27
H -1.164 -0.200 1.327  0.39
C 1.728 1.703 -2.608  -0.71
C 0.629 1.609 -1.594  0.26
H -4.633 -3.558 4.606  0.27
H 1.330 2.061 -3.558  0.25
P 0.421 -1.341 0.391  1.54
H 1.026 -0.988 -0.880  -0.06

No. 3
ORCA calculation (wB97M-V/def2-TZVPD) on a molecular structure, C7H12ClI.

multiplicity = 1
Kohn-Sham gap = 9.412 eV
HOMO energy = -0.338 hartree
energy relative to the best compared isomer or geometry (same formula, charge and spin) = 0.0 kJ/mol
LUMO energy = 0.203 eV

Last column: natural (NBO) charge in e.
CARTESIAN COORDINATES (ANGSTROEM)
C 1.183 -0.242 -0.666  -0.11
H 0.970 -2.149 2.860  0.24
H -0.912 1.145 0.479  0.22
H 1.050 1.524 1.511  0.22
C 1.183 -0.619 1.336  0.13
H 0.061 -2.490 1.340  0.23
H -2.758 2.100 -1.074  0.21
H 1.808 -2.497 1.287  0.24
H -0.353 2.070 -1.101  0.22
C -2.204 1.194 -1.281  -0.61
I 2.248 -1.955 -1.664  0.08
C -0.192 -0.108 -1.245  -0.55
H -2.000 1.070 -2.368  0.20
H -2.857 0.380 -1.219  0.20
C -0.873 1.162 -0.688  -0.40
Cl 2.162 1.247 -0.834  -0.03
C 0.987 0.561 1.926  -0.46
C 0.909 -2.036 1.784  -0.70
H -0.904 -0.923 -0.929  0.24
H 0.600 0.613 2.912  0.20
H -0.107 -0.043 -2.365  0.23